Computed, not measured: C17H24N4O4S2 in the gas phase at a distorted geometry, with the ωB97M-V functional and the def2-TZVPD basis.

Summary:
total charge	0
structure (SMILES)	CCCN(CCC)S(=O)(=O)c1ccc(C(=O)Nc2nnc(CSC)o2)cc1
gap between HOMO and LUMO	0.33974	Eh
max |F|	1.7	eV/Å

Last column: Löwdin charge in e.
CARTESIAN COORDINATES (ANGSTROEM)
C (-1.54035, -2.88447, -1.92388)  -0.10
C (-2.36850, -1.84081, -1.18560)  -0.23
C (-1.53064, -0.60532, -0.85324)  -0.23
N (-2.30525, 0.44443, -0.24212)  -0.25
C (-2.76600, 0.29363, 1.12019)  -0.22
C (-4.26996, 0.01793, 1.17892)  -0.23
C (-4.75346, -0.10505, 2.61812)  -0.10
S (-2.09207, 1.96798, -0.84302)  0.66
O (-2.21900, 1.90657, -2.26913)  -0.28
O (-2.93602, 2.85349, -0.10097)  -0.27
C (-0.37055, 2.36382, -0.48053)  -0.24
C (0.01292, 2.64486, 0.81646)  -0.03
C (1.34743, 2.88502, 1.09518)  0.01
C (2.28852, 2.83435, 0.07209)  -0.15
C (3.72075, 3.08603, 0.39939)  -0.41
O (4.14977, 4.12512, 0.82970)  0.12
N (4.58382, 2.02158, 0.18739)  0.20
C (4.31002, 0.72108, -0.10164)  -0.36
N (5.18679, -0.23600, -0.08526)  0.10
N (4.52859, -1.36332, -0.42700)  0.09
C (3.29637, -1.04547, -0.63939)  -0.42
C (2.18019, -1.93913, -0.97132)  -0.37
S (1.43954, -2.55304, 0.59428)  0.81
C (2.77214, -3.66916, 1.10483)  -0.39
O (3.07977, 0.28620, -0.44198)  0.13
C (1.88636, 2.59345, -1.23842)  -0.01
C (0.55178, 2.35143, -1.51003)  -0.04
H (-0.70734, -3.21060, -1.30520)  0.04
H (-1.14850, -2.47545, -2.85239)  0.08
H (-2.15111, -3.75117, -2.16243)  0.07
H (-2.75395, -2.27452, -0.26226)  0.11
H (-3.21408, -1.52821, -1.79912)  0.12
H (-1.13397, -0.18226, -1.77840)  0.11
H (-0.69174, -0.89470, -0.20072)  0.09
H (-2.20260, -0.51130, 1.60306)  0.13
H (-2.57092, 1.22764, 1.65159)  0.11
H (-4.49610, -0.89722, 0.63073)  0.10
H (-4.77848, 0.84448, 0.68177)  0.11
H (-4.24347, -0.92121, 3.12624)  0.07
H (-5.82241, -0.29957, 2.64312)  0.07
H (-4.55959, 0.81505, 3.16406)  0.07
H (-0.73236, 2.69127, 1.59364)  0.11
H (1.66770, 3.10678, 2.10190)  0.13
H (5.55760, 2.18953, 0.41902)  0.17
H (1.39306, -1.40197, -1.49561)  0.07
H (2.52649, -2.79828, -1.54197)  0.10
H (2.76342, -4.55241, 0.47241)  0.04
H (2.57649, -3.94455, 2.13552)  0.03
H (3.72241, -3.14732, 1.02232)  0.02
H (2.61361, 2.59719, -2.03701)  0.13
H (0.20287, 2.16361, -2.51330)  0.12

Computed, not measured: a 2-piece molecular cluster, C2H2I2NO overall at a distorted geometry, with the ωB97M-V functional and the def2-TZVPD basis.

Summary:
total charge	-1
gap between HOMO and LUMO	0.23691	Eh
max |F|	2.8	eV/Å

Last column: Löwdin charge in e.
CARTESIAN COORDINATES (ANGSTROEM)
C (-0.07315, 0.01445, -0.71860)  -0.08
C (-1.09818, 1.07314, -0.94459)  -0.59
N (-0.48624, 0.67228, 0.27930)  -0.32
O (-0.56433, 0.93919, 1.45189)  0.03
I (-0.40601, -3.37175, -0.03156)  -0.57
I (-0.27502, 2.86192, -1.88631)  0.62
H (-0.17775, -1.00590, -0.86175)  -0.14
H (-2.14717, 1.07794, -0.97294)  0.05

Computed, not measured: C2H5O3Sr as an isolated structure at a distorted geometry, with the ωB97M-V functional and the def2-TZVPD basis.

Summary:
multiplicity	2
total charge	+2
gap between HOMO and LUMO (spin up / spin down)	0.37674 / 0.35502	Eh
max |F|	1.9	eV/Å

Last column: Löwdin spin population.
CARTESIAN COORDINATES (ANGSTROEM)
H (-1.65040, -1.75871, 2.61618)  0.00
O (-0.13318, -0.84726, 1.59746)  0.44
O (0.94309, -1.15068, 0.95641)  0.50
C (-1.04386, -1.95051, 1.72245)  0.02
H (-0.39977, -2.83108, 1.77996)  0.01
Sr (2.26101, 0.67176, -0.13810)  0.00
O (1.43903, 2.09886, -1.80391)  0.00
C (0.41241, 2.41001, -2.39279)  0.00
H (0.47088, 3.10666, -3.24390)  0.00
H (-1.72420, -1.98157, 0.84099)  0.02
H (-0.57503, 2.23252, -1.93476)  0.00

Computed, not measured: C20H40Br20 as an isolated structure at a distorted geometry, with the ωB97M-V functional and the def2-TZVPD basis.

Summary:
total charge	0
gap between HOMO and LUMO	0.26136	Eh
max |F|	16.4	eV/Å

Last column: Löwdin charge in e.
CARTESIAN COORDINATES (ANGSTROEM)
Br (-11.05561, 22.84827, 8.66777)  0.62
C (-9.80550, 23.62668, 9.96456)  -0.64
C (-8.32255, 23.64271, 9.37098)  -0.47
Br (-7.09548, 23.99256, 10.87065)  0.86
H (-9.98785, 23.05043, 10.87163)  0.04
H (-10.09909, 24.61705, 10.31250)  0.04
H (-8.15854, 24.37027, 8.57610)  0.00
H (-8.03313, 22.65550, 9.01077)  -0.01
Br (-4.36411, 29.42936, 11.58083)  0.85
C (-6.05957, 28.53037, 12.27264)  -0.48
C (-6.25135, 27.13483, 11.56699)  -0.79
Br (-7.86847, 26.16528, 11.85747)  0.81
H (-6.87414, 29.21264, 12.02955)  0.06
H (-5.93939, 28.53863, 13.35597)  0.01
H (-5.48954, 26.47070, 11.97527)  -0.01
H (-6.23881, 27.25461, 10.48366)  -0.25
Br (-6.85962, 21.74707, 12.41522)  0.82
C (-5.98886, 23.16183, 13.49734)  -0.63
C (-6.62687, 24.44513, 13.15536)  -0.89
Br (-5.80228, 25.86420, 14.32095)  0.76
H (-4.94585, 23.05430, 13.19955)  -0.13
H (-6.02971, 22.91401, 14.55801)  0.08
H (-7.68363, 24.52394, 13.41062)  0.02
H (-6.47814, 24.67682, 12.10070)  -0.24
Br (-5.92728, 22.11895, 7.86709)  0.89
C (-4.05156, 21.58368, 7.41396)  -0.57
C (-3.14146, 22.70170, 7.79540)  -0.60
Br (-3.40201, 24.47484, 7.05181)  1.02
H (-3.98386, 21.45808, 6.33334)  0.07
H (-3.87112, 20.58174, 7.80340)  0.03
H (-2.13106, 22.39853, 7.52102)  0.10
H (-3.13347, 22.73138, 8.88496)  -0.05
Br (-6.09667, 25.18193, 7.97849)  0.80
C (-5.02941, 24.98212, 9.59908)  -0.95
C (-4.87694, 23.59480, 10.25142)  -0.81
Br (-3.73169, 23.74267, 11.85876)  0.93
H (-5.52110, 25.63609, 10.31924)  -0.05
H (-4.07685, 25.48755, 9.44018)  -0.28
H (-4.40681, 22.84152, 9.61924)  -0.21
H (-5.85222, 23.32406, 10.65592)  -0.28
Br (-3.30844, 31.53336, 8.98543)  0.52
C (-3.23108, 29.47932, 9.20760)  -0.74
C (-4.55587, 28.83042, 8.88052)  -0.63
Br (-4.48517, 26.83773, 9.00574)  0.93
H (-2.94023, 29.31058, 10.24444)  -0.10
H (-2.44804, 29.12547, 8.53698)  -0.01
H (-4.80083, 29.15437, 7.86901)  0.06
H (-5.36457, 29.26152, 9.47064)  -0.03
Br (-1.03681, 28.05528, 6.27143)  0.63
C (-1.30415, 27.20882, 8.05160)  -0.64
C (-1.88680, 25.78124, 7.90174)  -0.82
Br (-2.18106, 25.02274, 9.72456)  0.85
H (-2.07023, 27.72587, 8.62941)  -0.04
H (-0.37977, 27.22657, 8.62894)  0.06
H (-1.16923, 25.06022, 7.51015)  0.05
H (-2.85994, 25.71884, 7.41470)  -0.31
Br (-4.28401, 21.22758, 10.08083)  0.80
C (-6.16155, 20.58634, 10.21339)  -0.73
C (-6.33826, 19.38157, 9.37153)  -0.67
Br (-8.18855, 18.62927, 9.34421)  0.61
H (-6.77684, 21.41161, 9.85500)  -0.05
H (-6.39535, 20.38494, 11.25879)  -0.12
H (-5.55562, 18.65588, 9.59278)  0.07
H (-6.24916, 19.59716, 8.30679)  -0.01
Br (-0.04500, 23.45089, 12.88840)  0.58
C (-1.33904, 21.93895, 12.46646)  -0.59
C (-2.65376, 22.27073, 13.18877)  -0.77
Br (-4.02951, 21.01084, 12.59746)  0.70
H (-0.83850, 20.97929, 12.59530)  0.07
H (-1.51823, 21.90465, 11.39184)  0.03
H (-3.02126, 23.27760, 12.99062)  -0.26
H (-2.66418, 22.15676, 14.27274)  0.08
Br (-7.20250, 27.42180, 9.11389)  0.90
C (-7.03158, 26.68839, 7.23170)  -0.91
C (-7.47910, 27.67107, 6.24927)  -0.66
Br (-7.75379, 26.94360, 4.44029)  0.63
H (-7.49067, 25.70208, 7.16461)  -0.02
H (-5.95892, 26.53292, 7.11626)  -0.07
H (-6.78476, 28.50856, 6.18146)  0.06
H (-8.41312, 28.19558, 6.45074)  0.05

Computed, not measured: a 6-piece molecular cluster, C4H20N2O7 overall at a distorted geometry, with the ωB97M-V functional and the def2-TZVPD basis.

Summary:
total charge	0
structure (SMILES)	NC[C@H](CO)NC=O.O.O.O.O.O
gap between HOMO and LUMO	0.36378	Eh
max |F|	1.1	eV/Å

Last column: Löwdin charge in e.
CARTESIAN COORDINATES (ANGSTROEM)
N (-1.35699, 2.60303, -0.35920)  0.03
C (-1.76732, 1.78041, 0.76524)  -0.23
C (-1.25207, 0.34915, 0.76819)  -0.31
C (-2.07831, -0.71873, 0.08505)  -0.20
O (-2.08024, -0.52057, -1.33039)  -0.06
N (-1.02860, -0.11597, 2.12772)  0.05
C (0.08754, 0.27496, 2.79386)  -0.35
O (0.94260, 1.01684, 2.35134)  0.02
H (-0.35371, 2.75897, -0.33818)  0.06
H (-1.63824, 2.19202, -1.23032)  0.05
H (-2.84292, 1.92202, 0.93114)  0.12
H (-1.46582, 2.23834, 1.70423)  0.11
H (-0.27985, 0.36665, 0.29511)  0.13
H (-1.65246, -1.70638, 0.26782)  0.12
H (-3.10017, -0.75956, 0.48694)  0.13
H (-2.83506, 0.03385, -1.56215)  0.09
H (-1.44161, -0.96999, 2.47212)  0.13
H (0.05489, -0.14473, 3.81554)  0.14
O (0.75722, -2.39180, 1.65389)  -0.06
H (0.98701, -2.27977, 0.71592)  0.00
H (1.26078, -3.17330, 1.90470)  0.04
O (1.60679, -2.53326, -1.13061)  -0.07
H (1.11437, -2.87268, -1.88699)  0.06
H (2.44538, -2.11170, -1.38790)  0.02
O (3.15428, -0.50257, -1.88415)  -0.07
H (2.28744, -0.16181, -1.61478)  0.02
H (3.69138, 0.12468, -1.36822)  0.05
O (0.12902, -0.29267, -3.23813)  -0.06
H (-0.48512, 0.40751, -2.98463)  0.02
H (0.77685, 0.10890, -3.84061)  0.05
O (2.24979, 1.73512, -0.04363)  -0.06
H (2.72139, 1.90021, 0.77918)  0.04
H (1.39177, 1.44282, 0.28188)  -0.01

Computed, not measured: a 3-piece molecular cluster, C4H12NO2 overall at a distorted geometry, with the ωB97M-V functional and the def2-TZVPD basis.

Summary:
total charge	+1
gap between HOMO and LUMO	0.31695	Eh
max |F|	3.2	eV/Å

Last column: Löwdin charge in e.
CARTESIAN COORDINATES (ANGSTROEM)
C (-1.33462, -1.18100, -1.01698)  -0.03
C (0.07107, -1.04018, -0.60970)  -0.31
C (1.05901, -1.92867, -0.81215)  0.13
C (-0.16989, 1.24742, 0.11149)  0.18
N (0.50440, 0.14892, 0.14299)  0.08
H (-1.69671, -0.26800, -1.49808)  0.08
H (-1.38889, -1.96737, -1.78340)  0.10
H (-2.15116, -1.48662, -0.35876)  0.10
H (2.06914, -1.56720, -0.95616)  0.08
H (0.91049, -2.97370, -1.04107)  0.09
H (0.00959, 2.05911, 0.80283)  0.12
H (-0.91294, 1.22731, -0.67872)  0.10
H (1.53724, 0.05047, 0.10898)  0.11
H (-2.91406, 1.64237, 2.31893)  0.06
H (-3.15186, 2.37117, 1.00008)  0.05
O (-2.81495, 1.53969, 1.36055)  -0.06
H (4.01740, 0.95149, 0.48111)  0.07
H (3.21670, 0.51115, 1.69004)  0.08
O (3.14004, 0.66364, 0.73805)  -0.03